Formula: C5H5N
Source: the OMol25 dataset
Level of theory: the ωB97M-V functional and the def2-TZVPD basis

**Total charge**: 0
**Spin multiplicity**: 1
**Total energy**: -6750.5941 eV
**E_HOMO**: -8.67 eV
**LUMO**: 0.75 eV

Geometry as XYZ:
```
11
C5H5N the ωB97M-V functional and the def2-TZVPD basis
C 0.3412 1.2304 -0.2650
C -0.3374 0.4555 -1.1171
C -1.0193 -0.8005 -0.5880
C -0.4665 -1.1633 0.5319
C 0.7063 -0.6880 1.2611
N 0.0999 -1.7277 1.7657
H 0.8811 2.1412 -0.7955
H 0.2961 1.3441 0.7826
H -0.1264 0.6944 -2.1442
H -1.9151 -1.3531 -0.8438
H 1.5400 -0.1331 1.4124
```

=====

Formula: C5H5N2O2
Source: the OMol25 dataset
Level of theory: the ωB97M-V functional and the def2-TZVPD basis

**Total charge**: -1
**Spin multiplicity**: 1
**Total energy**: -12339.6676 eV
**E_HOMO**: -2.56 eV
**LUMO**: 4.02 eV

Geometry as XYZ:
```
14
C5H5N2O2 the ωB97M-V functional and the def2-TZVPD basis
N -1.9440 -0.4841 0.3312
N -0.5483 -0.2900 0.2815
C -0.0324 0.8678 0.4071
C 1.3193 1.0408 0.3746
C 2.3385 0.0891 0.1993
O 3.5424 0.3404 0.0508
C 1.9863 -1.3582 -0.0041
C 0.8422 -2.0128 0.0087
O 0.0016 -2.8211 0.0030
H -2.3707 0.2661 0.8952
H -2.1008 -1.3433 0.7566
H -0.7856 1.8385 0.6368
H 1.6166 2.0810 0.4648
H 2.7827 -1.9045 -0.4448
```

=====

Formula: C5H5N2O3S
Source: the OMol25 dataset
Level of theory: the ωB97M-V functional and the def2-TZVPD basis

**Total charge**: +1
**Spin multiplicity**: 1
**Total energy**: -25208.4838 eV
**E_HOMO**: -14.02 eV
**LUMO**: -6.14 eV

Geometry as XYZ:
```
16
C5H5N2O3S the ωB97M-V functional and the def2-TZVPD basis
C -0.0934 -1.1659 -0.7313
C 1.0196 -0.3920 -0.4841
C 0.9829 0.7771 0.2688
C -1.2598 0.3608 0.3221
C -2.5904 0.7235 0.9085
N -0.2422 -2.2009 -1.3452
N 2.2922 -0.8083 -1.0450
O 3.2520 -0.0429 -0.8178
O 2.3635 -1.8522 -1.6610
O -0.2578 1.0763 0.8363
S 2.3222 1.8111 0.6985
H -0.9718 -2.9001 -1.5030
H -2.8661 -0.3349 1.1875
H -3.1370 1.0597 -0.0470
H -2.4541 1.4905 1.5375
H 1.6400 2.3981 1.8753
```

=====

Formula: C5H5N2OS
Source: the OMol25 dataset
Level of theory: the ωB97M-V functional and the def2-TZVPD basis

**Total charge**: -1
**Spin multiplicity**: 1
**Total energy**: -21123.9839 eV
**E_HOMO**: -2.80 eV
**LUMO**: 3.60 eV

Geometry as XYZ:
```
14
C5H5N2OS the ωB97M-V functional and the def2-TZVPD basis
C 1.2148 -1.4015 -1.2150
C 0.0911 -0.9586 -1.8930
C 1.4354 -0.9716 0.0686
C -0.8199 -0.0814 -1.2583
C -0.5121 0.3188 0.0761
N -1.7743 1.6033 1.4947
N -1.0072 1.8857 2.4355
O 0.5658 -0.1228 0.6732
S -2.1901 0.4665 -2.0685
H 1.9221 -2.0769 -1.6800
H -0.1091 -1.2778 -2.9073
H 2.2666 -1.2668 0.6908
H -0.3180 2.6710 2.3871
H -0.7651 1.2122 3.1960
```

=====

Formula: C5H5N2S
Source: the OMol25 dataset
Level of theory: the ωB97M-V functional and the def2-TZVPD basis

**Total charge**: +1
**Spin multiplicity**: 1
**Total energy**: -19071.2218 eV
**E_HOMO (alpha / beta)**: -13.55 / -13.55 eV
**LUMO (alpha / beta)**: -5.70 / -5.70 eV

Geometry as XYZ:
```
13
C5H5N2S the ωB97M-V functional and the def2-TZVPD basis
C -0.0378 -2.0632 0.0251
C -0.4627 -0.6778 0.0544
S -1.9563 0.0227 0.0385
C -1.4312 1.6751 -0.0219
C -0.0904 1.8718 -0.0212
C 0.6967 0.7178 0.0181
N 1.9257 0.4207 0.0150
N 2.9779 0.0419 0.0150
H 0.9003 -2.2258 0.5575
H -0.8153 -2.6984 0.4487
H 0.1181 -2.3786 -1.0118
H -2.1817 2.4410 -0.0716
H 0.3566 2.8528 -0.0458
```

=====

Formula: C5H5N3
Source: the OMol25 dataset
Level of theory: the ωB97M-V functional and the def2-TZVPD basis

**Total charge**: 0
**Spin multiplicity**: 1
**Total energy**: -9730.6898 eV
**E_HOMO**: -9.07 eV
**LUMO**: -0.07 eV

Geometry as XYZ:
```
13
C5H5N3 the ωB97M-V functional and the def2-TZVPD basis
N -3.3809 -0.0232 -0.1443
C -2.1762 -0.2566 -0.2974
C -0.8556 -0.2453 -0.1427
C 0.0159 -1.2011 -0.0072
C 1.4406 -1.0234 0.2210
N 1.8861 0.0709 -0.2746
N 0.9528 1.0637 -0.4226
C -0.2644 1.0206 0.4542
H -0.2794 -2.2567 -0.4999
H 1.9766 -1.9872 0.0699
H 1.4518 1.8770 -1.1829
H -0.7233 2.1970 0.5407
H -0.0440 0.7641 1.6857
```

=====

For reference, maximum force by record: 0.1308, 0.0650, 0.1242, 0.0489, 0.1528, 0.2345 hartree/bohr.
For reference, energy relative to the best compared isomer or geometry (same formula, charge and spin) by record: 122.5, 11.0, 61.0, 132.2, 34.6, 110.7 kcal per mole.